Record 1
114
Properties=species:S:1:pos:R:3:forces:R:3:lowdin_charge:R:1 method="wB97M-V/def2-TZVPD" gap_ev=7.06 total_charge=+1 e_homo_ev=-10.7767
Os -0.221649 -1.445585 0.858319 -0.2 -2.1 -0.9 1.556
C -2.407921 -0.193845 3.272772 0.0 0.1 0.0 -0.014
C -0.951333 -0.075430 3.555165 0.0 -0.2 0.0 -0.290
C -0.298653 0.524931 4.632717 -0.1 0.1 0.0 0.050
C 1.039957 0.196997 4.497202 -0.1 0.1 0.0 -0.246
C 2.206045 0.587367 5.339119 0.0 -0.1 0.0 0.003
N 1.166649 -0.544220 3.387317 0.0 -0.2 0.1 0.045
N -0.046227 -0.708913 2.805642 0.1 0.7 -0.1 -0.091
B 2.215365 -1.586864 2.957519 0.0 0.3 0.2 -0.486
N 1.486746 -2.945983 2.899844 0.1 -0.1 -0.2 0.043
N 0.483603 -3.131744 2.000525 -0.1 0.4 0.8 -0.047
C 0.023107 -4.374788 2.145662 0.0 0.0 0.0 -0.294
C -1.090976 -4.908655 1.316940 0.0 0.0 0.1 -0.008
C 0.762776 -5.010057 3.146238 0.0 0.0 0.0 0.040
C 1.676437 -4.076518 3.600386 -0.1 0.0 0.0 -0.245
C 2.701732 -4.201865 4.676584 0.0 0.0 0.0 -0.005
N 2.642171 -1.248229 1.522550 0.0 -0.4 -0.3 0.058
N 1.782346 -1.575273 0.504306 0.9 0.9 0.2 -0.068
C 2.453085 -1.396728 -0.651974 -0.2 -0.3 0.0 -0.283
C 1.875072 -1.790101 -1.963778 0.0 0.0 0.0 -0.001
C 3.736092 -0.960309 -0.366842 0.1 0.0 -0.1 0.055
C 3.818203 -0.878526 1.015507 0.1 0.0 0.0 -0.240
C 4.959370 -0.437116 1.865429 0.0 -0.1 0.0 0.011
H -2.886797 -0.765872 4.068181 0.0 0.0 0.0 0.098
H -2.583825 -0.720407 2.332510 0.0 0.0 0.0 0.054
H -2.894306 0.778049 3.211413 0.0 0.0 0.0 0.084
H -0.745621 1.114562 5.416626 0.0 0.0 0.0 0.123
H 1.865218 1.166044 6.193984 0.0 0.0 0.0 0.088
H 2.902126 1.198737 4.763537 0.0 0.0 0.0 0.090
H 2.751526 -0.283504 5.704358 0.0 0.0 0.0 0.081
H 3.120863 -1.635070 3.733890 0.0 0.1 -0.2 0.123
H -1.440451 -4.162688 0.609154 -0.1 0.0 -0.1 0.025
H -1.932343 -5.209674 1.942280 0.0 0.0 0.0 0.098
H -0.765579 -5.782318 0.751681 0.0 0.0 0.0 0.098
H 0.633647 -6.018365 3.504048 0.0 0.0 0.0 0.123
H 2.655479 -5.199820 5.106070 0.0 0.0 0.0 0.088
H 2.524358 -3.477010 5.471949 0.0 0.0 0.0 0.089
H 3.707886 -4.036408 4.290920 0.0 0.0 0.0 0.089
H 0.794416 -1.886863 -1.902468 0.0 0.1 0.0 0.045
H 2.290529 -2.754499 -2.264455 0.0 0.0 0.0 0.105
H 2.129062 -1.069788 -2.735692 0.0 0.0 0.0 0.083
H 4.517709 -0.754504 -1.079852 0.0 0.0 0.0 0.128
H 5.874124 -0.419674 1.277478 0.0 0.0 0.0 0.090
H 5.104146 -1.096046 2.720716 0.0 0.0 0.0 0.080
H 4.775880 0.569895 2.245388 0.0 0.0 0.0 0.093
C 4.095396 5.592207 1.176320 0.0 0.0 0.0 -0.069
C 3.045659 5.836250 0.091424 -0.1 -0.1 0.0 -0.561
C 2.088757 6.937293 0.573380 0.0 0.0 0.0 -0.040
C 3.766193 6.301597 -1.180747 0.0 0.0 0.0 -0.049
C 2.219687 4.577727 -0.195242 0.0 0.0 0.0 -0.157
C 1.359966 4.552063 -1.299588 0.0 0.0 0.0 -0.014
C 0.548702 3.462359 -1.603913 0.0 0.1 0.0 0.030
C 0.625184 2.388582 -0.750084 -0.2 -0.1 -0.1 -0.178
O -0.079564 1.189154 -0.783949 0.1 0.0 0.0 0.125
B 0.339659 0.504277 0.339311 0.1 0.1 0.7 -0.620
O 1.285053 1.223001 1.059834 -0.1 0.1 -0.2 0.160
C 1.448750 2.401123 0.350960 0.0 0.0 0.1 -0.163
C 2.262426 3.468255 0.654884 0.1 0.0 0.0 0.075
H 4.697207 6.492873 1.305347 0.0 0.0 0.0 0.088
H 4.769034 4.774343 0.908273 0.0 0.0 0.0 0.091
H 3.637373 5.367081 2.141993 0.0 0.0 0.0 0.082
H 2.645952 7.843821 0.822273 0.0 0.0 0.0 0.089
H 1.547750 6.613411 1.465272 0.0 0.0 0.0 0.090
H 1.354068 7.186993 -0.194399 0.0 0.0 0.0 0.083
H 4.420766 7.144530 -0.950353 0.0 0.0 0.0 0.088
H 3.068981 6.629265 -1.952248 0.0 0.0 0.0 0.075
H 4.377804 5.498163 -1.597367 0.0 0.0 0.0 0.093
H 1.308254 5.416442 -1.947775 0.0 0.0 0.0 0.112
H -0.108306 3.464551 -2.463183 0.0 0.0 0.0 0.117
H 2.904279 3.429391 1.524127 0.0 0.0 0.0 0.117
C -3.181320 2.256440 -1.778554 0.0 -0.1 -0.1 -0.012
C -3.815974 1.232881 -0.840442 0.0 0.1 -0.2 -0.604
C -5.332347 1.311652 -0.911375 -0.1 0.0 0.0 -0.021
C -3.350831 1.441658 0.588260 0.0 -0.1 0.0 -0.026
O -3.482307 -0.111979 -1.240999 0.1 -0.1 0.5 -0.066
Si -2.308372 -0.974214 -1.919604 -0.2 -0.1 -0.3 0.113
O -1.182984 -1.497951 -0.714897 -0.9 0.9 -0.4 -0.383
O -1.702265 -0.098703 -3.119853 0.5 0.0 0.2 -0.079
C -0.940740 -0.209861 -4.335506 -0.1 0.0 -0.2 -0.605
C -1.808087 0.390960 -5.433622 -0.1 0.0 0.0 -0.017
C 0.324332 0.623037 -4.166951 0.0 0.0 0.0 -0.012
C -0.627082 -1.663902 -4.663989 0.0 0.0 0.2 -0.016
O -2.947809 -2.316076 -2.553346 0.2 0.0 0.1 -0.081
C -3.482870 -3.556511 -2.069830 0.0 0.0 0.0 -0.625
C -4.622217 -3.924802 -3.006325 -0.1 0.0 0.0 -0.020
C -2.369080 -4.592914 -2.158384 0.0 0.0 0.0 -0.019
C -4.021523 -3.396240 -0.650427 0.0 0.1 -0.1 -0.025
H -3.234401 3.250327 -1.332210 -0.1 0.0 0.0 0.097
H -3.703330 2.275429 -2.736974 0.0 0.0 0.0 0.096
H -2.139543 2.009244 -1.968406 0.0 0.1 0.1 0.057
H -5.669683 2.316605 -0.651352 0.0 0.0 0.0 0.095
H -5.787939 0.598578 -0.221843 0.0 0.0 0.0 0.089
H -5.672401 1.082729 -1.922255 0.0 0.0 0.0 0.094
H -3.607810 2.443856 0.933858 0.0 0.0 0.0 0.104
H -2.267721 1.316204 0.668090 0.0 0.0 0.0 0.073
H -3.841729 0.714486 1.234430 0.0 0.1 -0.1 0.072
H -2.071785 1.419428 -5.180865 0.0 0.0 0.0 0.088
H -2.728728 -0.184131 -5.552015 0.0 0.0 0.0 0.095
H -1.269579 0.392328 -6.383297 0.0 0.0 0.0 0.095
H 0.088711 1.687365 -4.210991 0.0 0.0 0.0 0.083
H 1.040686 0.397497 -4.959223 0.0 0.0 0.0 0.099
H 0.781018 0.426072 -3.200676 0.0 0.0 0.0 0.058
H -1.545896 -2.246026 -4.726195 0.0 0.0 0.0 0.084
H 0.006525 -2.118798 -3.899207 0.0 0.0 -0.1 0.070
H -0.106689 -1.719737 -5.620258 0.0 0.0 0.0 0.097
H -4.258560 -4.004952 -4.031444 0.0 0.0 0.0 0.091
H -5.397902 -3.158647 -2.972883 0.0 0.0 0.0 0.093
H -5.062165 -4.879954 -2.714404 0.0 0.0 0.0 0.095
H -2.099657 -4.760647 -3.202495 0.0 0.0 0.0 0.091
H -2.680323 -5.544146 -1.721712 0.0 0.0 0.0 0.094
H -1.477972 -4.238673 -1.638482 0.0 0.0 0.1 0.067
H -4.826812 -2.659956 -0.637962 0.0 0.0 0.0 0.093
H -3.246526 -3.047801 0.034737 0.0 0.0 0.0 0.052
H -4.407386 -4.348233 -0.283539 0.0 0.0 0.0 0.097

***

Record 2
46
Properties=species:S:1:pos:R:3:forces:R:3:lowdin_charge:R:1 method="wB97M-V/def2-TZVPD" e_above_lowest_kj_mol=171.3 gap_ev="6.54 / 6.54" total_charge=-1 e_homo_ev="-4.4658 / -4.4657"
Pd 1.023334 -1.467492 -1.208444 -0.4 -1.7 -0.2 0.462
N 4.600470 -3.168984 0.645477 -0.1 0.1 -0.1 0.036
C 3.349665 -2.853556 0.150343 0.2 0.0 0.0 -0.880
S 3.312666 -1.941639 -1.331849 -0.2 0.6 0.1 0.574
N 2.333369 -3.241612 0.844589 -0.2 -0.1 -0.2 -0.017
N 1.121663 -2.865409 0.269907 0.6 0.7 0.5 -0.152
C 0.118125 -2.892934 1.074117 -0.3 -0.3 0.0 -0.094
C -1.269940 -2.695745 0.729244 0.1 0.2 0.2 -0.167
C -2.221806 -2.720944 1.759004 0.0 0.0 0.0 -0.073
C -3.571005 -2.638393 1.500533 0.0 0.0 -0.2 -0.126
C -3.982924 -2.538549 0.160359 0.0 0.0 0.1 -0.108
C -3.073326 -2.498819 -0.868176 0.1 -0.1 -0.1 -0.024
C -1.674311 -2.556055 -0.626076 0.0 -0.2 -0.1 -0.402
O -0.823439 -2.548600 -1.593140 -0.1 0.9 0.1 -0.193
H 5.360804 -3.076532 -0.005498 0.0 0.0 0.0 0.058
H 4.628408 -3.972518 1.251777 0.0 0.0 0.0 0.079
H 0.351217 -3.135601 2.109509 0.0 -0.2 0.0 0.122
H -1.870306 -2.816127 2.782175 0.0 0.0 0.0 0.102
H -4.294984 -2.657713 2.303622 0.0 0.0 0.0 0.084
H -5.042640 -2.499697 -0.068439 0.0 0.0 0.0 0.093
H -3.391145 -2.426106 -1.900694 0.0 0.0 0.0 0.108
C 1.128802 0.994229 1.555508 0.0 -0.2 -0.1 -0.052
C 1.825066 2.006258 0.667046 0.0 0.1 0.0 -0.448
C 3.144989 1.509517 0.119942 0.0 0.0 -0.1 -0.097
O 0.884294 2.440498 -0.337119 0.0 0.0 0.4 -0.323
P 0.754019 2.186307 -1.909048 0.1 0.0 -0.2 -0.174
S 2.249852 2.835224 -2.948880 0.1 0.1 0.0 0.205
S 0.081228 0.308936 -2.352272 0.3 0.0 -0.2 0.306
O -0.530754 3.099613 -2.174652 -0.1 0.0 -0.2 -0.336
C -1.761395 3.239283 -1.432298 0.1 0.0 0.1 -0.446
C -2.209208 2.014691 -0.656531 0.0 -0.1 0.0 -0.086
C -1.619018 4.459089 -0.540156 0.0 0.0 0.1 -0.055
H 1.785761 0.701205 2.377570 0.0 0.0 0.0 0.083
H 0.874669 0.096307 0.983541 0.0 0.1 0.0 0.046
H 0.207590 1.410362 1.966789 0.0 0.0 0.0 0.076
H 2.009540 2.911409 1.252171 0.0 0.1 0.0 0.136
H 3.009239 0.615804 -0.488866 0.0 0.0 0.0 -0.002
H 3.792287 1.247862 0.960499 0.0 0.0 0.0 0.085
H 3.629161 2.267362 -0.492304 0.0 0.0 0.0 0.045
H -2.500377 3.445432 -2.209299 0.0 0.0 0.0 0.136
H -1.491251 1.755036 0.121461 0.0 0.0 0.0 0.062
H -2.335406 1.147641 -1.301153 0.0 0.0 0.0 0.042
H -3.167886 2.243842 -0.184600 0.0 0.0 0.0 0.082
H -0.876246 4.264526 0.234180 0.0 0.0 0.0 0.075
H -2.575780 4.692590 -0.066427 0.0 0.0 0.0 0.076
H -1.293061 5.320000 -1.123465 0.0 0.0 0.0 0.080

***

Record 3
17
Properties=species:S:1:pos:R:3:forces:R:3:lowdin_charge:R:1 method="wB97M-V/def2-TZVPD" e_above_lowest_kj_mol=520.1 gap_ev="7.33 / 7.33" total_charge=0 e_homo_ev="-7.1785 / -7.1787"
C -1.008806 0.636862 1.439819 2.1 -2.3 0.3 0.235
C -0.440875 0.398840 -2.148966 0.3 -0.3 0.2 -0.209
C 1.835336 -0.070281 0.972735 0.1 0.2 0.2 -0.112
N 0.496241 -0.565465 1.200590 -1.5 1.0 0.0 0.005
C -0.713529 -0.023846 0.178149 -1.4 1.8 -1.8 -0.703
O -1.539215 -1.156232 -0.023560 0.5 0.1 0.2 0.012
N -0.436559 0.874104 -0.786606 0.0 -0.7 0.4 -0.064
H -1.439067 -1.441799 -0.939270 0.0 0.2 0.0 0.081
H 0.387657 -1.555632 1.392391 -0.2 0.2 0.4 0.119
H -1.761672 0.213710 2.096358 0.3 0.1 0.2 0.102
H -0.606952 1.633756 1.556312 0.0 -0.1 0.1 0.103
H -0.201003 1.233641 -2.807749 0.0 -0.1 0.0 0.061
H -1.419184 0.012423 -2.482160 0.0 0.0 0.0 0.062
H 0.304984 -0.393044 -2.338620 0.0 0.0 -0.2 0.065
H 1.777308 0.992465 0.733923 0.0 -0.1 0.0 0.081
H 2.304411 -0.552616 0.105513 -0.2 -0.1 0.1 0.088
H 2.460924 -0.236886 1.851141 0.0 0.1 0.0 0.074

***

Record 4
76
Properties=species:S:1:pos:R:3:forces:R:3:lowdin_charge:R:1 method="wB97M-V/def2-TZVPD" s2=1.028 multiplicity=2 gap_ev="6.25 / 6.14" total_charge=+2 e_homo_ev="-13.4768 / -13.4447"
Ru 0.901645 -0.401592 -0.702054 0.1 -0.7 0.1 1.349
N 0.830445 -0.848292 3.696546 -0.3 0.0 -0.4 0.164
C 0.476945 -0.939792 2.408546 -0.1 -0.4 0.8 -0.088
N 1.194245 -0.458792 1.428146 0.3 0.2 -0.2 0.029
C 2.423845 0.136308 1.725046 0.3 0.2 -1.3 -0.234
N 3.188345 0.541408 0.731846 1.5 0.3 3.0 0.084
N 2.754345 0.284508 -0.457954 0.3 1.1 -4.1 -0.170
C 3.380545 0.749608 -1.556654 -0.3 -0.8 3.9 0.007
C 2.691145 0.581608 -2.759254 -1.1 -0.4 -2.8 -0.229
C 3.201045 1.002908 -4.013954 0.0 -0.3 1.7 0.026
C 2.464145 0.804608 -5.150754 -1.1 -0.5 -0.3 -0.010
C 1.210445 0.191108 -5.042554 0.8 0.3 0.0 0.013
C 0.762445 -0.217492 -3.795954 -0.3 -0.2 -0.4 -0.114
N 1.458145 -0.036992 -2.683354 1.1 0.6 0.4 -0.001
C 2.857545 0.271208 3.088546 -0.5 -0.2 0.5 -0.083
C 4.078045 0.847808 3.440246 0.0 0.0 0.3 0.014
C 4.455145 0.883608 4.769146 0.0 0.1 -0.3 -0.031
C 3.611445 0.392508 5.762546 -0.3 -0.1 -0.2 -0.021
C 2.376745 -0.146192 5.438046 0.1 0.0 0.1 0.012
C 2.011345 -0.234292 4.102946 0.6 0.3 -0.5 -0.155
H 0.242945 -1.270492 4.408846 0.0 0.1 -0.3 0.182
H -0.427255 -1.492492 2.161946 0.0 0.1 0.0 0.120
H 4.345545 1.233108 -1.470954 0.0 0.1 0.1 0.147
H 4.175045 1.462508 -4.046154 0.1 0.1 0.0 0.128
H 2.841845 1.106808 -6.114654 0.0 0.1 -0.1 0.128
H 0.589845 0.031508 -5.907954 -0.1 0.0 -0.1 0.126
H -0.220455 -0.659192 -3.695154 0.2 -0.1 0.0 0.082
H 4.705745 1.250708 2.663746 0.1 0.0 -0.1 0.120
H 5.409445 1.303508 5.039746 0.1 0.1 0.0 0.120
H 3.921845 0.429708 6.794546 0.0 0.0 0.1 0.124
H 1.713245 -0.502092 6.212446 0.0 -0.1 0.1 0.126
O -1.558955 -2.356992 0.822146 -0.1 0.1 -0.6 0.036
C -1.841755 -1.541892 -0.069754 -1.5 -0.5 1.0 -0.552
N -0.917355 -0.922992 -0.773954 1.2 2.0 -0.7 -0.067
S -1.927155 0.868508 -1.793354 -4.6 -1.9 -0.9 0.875
O -2.243655 2.293308 -1.836754 1.2 -0.8 0.2 -0.275
O -1.902255 0.216108 -3.096454 0.9 0.4 0.0 -0.324
C -3.433255 0.052308 -1.077454 0.9 0.3 0.0 -0.227
C -4.672255 0.555708 -1.369654 -0.3 0.1 0.0 -0.035
C -5.784855 -0.158592 -0.933854 0.2 0.1 -0.1 -0.026
C -5.623955 -1.339892 -0.224854 -0.1 0.0 0.1 -0.037
C -4.359955 -1.817892 0.079346 0.4 0.0 -0.1 0.014
C -3.238755 -1.120892 -0.372154 -0.1 0.1 0.1 -0.150
H -4.765655 1.466208 -1.937954 -0.1 0.2 0.0 0.126
H -6.771955 0.214908 -1.162754 -0.1 0.0 0.0 0.121
H -6.496855 -1.890892 0.090546 0.0 0.0 0.1 0.119
H -4.222455 -2.730092 0.643946 0.0 0.0 0.0 0.128
C 0.315745 4.010408 -0.821354 0.2 -0.2 0.0 0.029
C -0.196955 2.735608 -0.237854 0.4 0.1 0.1 -0.363
O 0.344745 1.666108 -0.583554 0.2 0.4 0.1 -0.129
C -1.361655 2.760408 0.642046 -0.3 -0.2 0.7 -0.188
C -1.782455 1.569808 1.251546 0.2 0.1 0.0 -0.046
C -2.984855 1.500608 1.922946 0.0 0.0 0.1 -0.049
C -3.786955 2.628908 2.024246 0.1 0.0 -0.1 -0.028
C -3.360355 3.826608 1.470946 -0.1 0.1 0.0 -0.032
C -2.163455 3.899708 0.784846 0.2 -0.2 0.0 0.003
H 1.285145 3.845308 -1.289754 -0.1 0.0 0.0 0.096
H 0.387945 4.797108 -0.074154 0.0 0.0 0.0 0.104
H -0.398255 4.321008 -1.587354 0.0 0.1 0.0 0.112
H -1.157355 0.690808 1.170946 0.0 0.1 0.0 0.072
H -3.305455 0.564608 2.356346 0.0 -0.1 0.1 0.118
H -4.742255 2.573308 2.523046 -0.1 0.0 0.1 0.120
H -3.979455 4.705308 1.557546 0.0 0.1 0.0 0.120
H -1.886155 4.832408 0.323946 0.1 0.1 -0.1 0.123
N 0.264245 -5.271592 -2.712454 -0.3 -0.3 -0.4 0.175
C 0.878645 -4.525792 -1.796254 0.5 0.9 0.7 -0.340
C 0.808045 -3.104192 -1.801754 -0.2 -0.5 -0.3 -0.047
N 1.406445 -2.382092 -0.865554 -0.1 -0.3 0.2 -0.077
C 2.130345 -3.025292 0.064346 0.2 -0.2 0.3 -0.101
C 2.190645 -4.416492 0.061346 0.0 0.7 0.0 -0.086
N 1.571845 -5.143792 -0.834354 -0.4 -0.6 -0.5 0.150
H -0.293855 -4.873092 -3.447954 0.1 -0.1 0.1 0.119
H 0.336745 -6.274292 -2.641954 0.0 0.1 0.0 0.127
H 0.221445 -2.592992 -2.556354 0.0 0.0 0.2 0.102
H 2.649545 -2.447692 0.815646 -0.1 0.0 -0.1 0.099
H 2.743245 -4.954992 0.818346 0.1 0.1 0.1 0.124